{"formula": "C23H74N2O13", "method": "the ωB97M-V functional and the def2-TZVPD basis", "e_above_lowest_kj_mol": 484.03, "multiplicity": 1, "symbols": ["C", "C", "O", "H", "H", "H", "H", "H", "H", "C", "C", "O", "H", "H", "H", "H", "H", "H", "C", "C", "O", "H", "H", "H", "H", "H", "H", "C", "C", "O", "H", "H", "H", "H", "H", "H", "C", "O", "H", "H", "H", "H", "C", "O", "H", "H", "H", "H", "C", "O", "H", "H", "H", "H", "C", "O", "H", "H", "H", "H", "C", "O", "H", "H", "H", "H", "C", "O", "H", "H", "H", "H", "C", "O", "H", "H", "H", "H", "C", "C", "C", "O", "C", "N", "H", "H", "H", "H", "H", "H", "H", "H", "H", "H", "H", "C", "C", "C", "O", "C", "N", "H", "H", "H", "H", "H", "H", "H", "H", "H", "H", "H"], "coordinates": [[3.800, -0.654, 0.958], [4.559, 0.654, 0.819], [3.777, 1.747, 1.407], [2.876, -0.769, 0.428], [3.657, -0.908, 1.992], [4.418, -1.540, 0.664], [4.736, 0.915, -0.219], [5.531, 0.605, 1.277], [2.989, 1.874, 0.877], [1.572, 5.235, 2.139], [0.551, 4.712, 3.184], [-0.701, 4.134, 2.704], [1.121, 5.997, 1.564], [1.789, 4.396, 1.522], [2.497, 5.611, 2.610], [0.282, 5.458, 3.973], [1.049, 3.948, 3.742], [-1.149, 4.780, 2.166], [-0.492, 3.094, -3.759], [-1.170, 2.539, -2.480], [-1.550, 1.177, -2.554], [-1.283, 3.267, -4.502], [0.306, 2.493, -4.108], [-0.082, 4.046, -3.522], [-2.067, 3.099, -2.250], [-0.429, 2.625, -1.720], [-0.922, 0.745, -1.939], [-1.411, -1.706, -0.267], [-0.077, -1.015, 0.080], [-0.221, 0.398, -0.254], [-1.414, -2.735, 0.254], [-1.471, -1.721, -1.327], [-2.147, -1.114, 0.201], [0.697, -1.377, -0.508], [0.094, -1.097, 1.179], [-0.790, 0.774, 0.413], [-2.083, 5.544, -0.291], [-2.542, 4.534, 0.553], [-2.032, 5.200, -1.322], [-2.630, 6.508, -0.280], [-1.045, 5.712, -0.006], [-3.350, 4.137, 0.150], [-4.363, 1.610, -0.152], [-4.512, 2.996, -0.545], [-3.720, 1.646, 0.687], [-5.292, 1.131, 0.137], [-3.919, 1.027, -0.962], [-5.362, 2.990, -1.019], [-1.984, 0.810, 2.698], [-1.517, 1.614, 1.605], [-1.342, -0.127, 2.837], [-2.010, 1.299, 3.661], [-2.961, 0.484, 2.363], [-1.056, 2.351, 2.071], [-4.918, -3.353, -1.201], [-4.976, -1.982, -0.840], [-4.370, -3.541, -2.155], [-4.395, -3.968, -0.466], [-5.972, -3.625, -1.279], [-4.168, -1.508, -1.088], [2.318, 1.831, -1.597], [1.818, 2.026, -0.290], [1.781, 1.007, -2.077], [2.096, 2.675, -2.199], [3.389, 1.687, -1.663], [1.028, 1.496, -0.310], [1.507, 0.622, 4.729], [0.675, -0.440, 5.189], [2.572, 0.379, 5.008], [1.565, 0.647, 3.655], [1.210, 1.512, 5.235], [0.494, -1.054, 4.464], [-4.371, -0.389, -3.628], [-3.402, -0.831, -2.640], [-4.776, -1.311, -4.078], [-5.149, 0.164, -3.139], [-3.921, 0.253, -4.391], [-2.767, -0.106, -2.618], [1.227, -3.869, 1.600], [1.059, -3.758, 3.163], [2.319, -3.278, 3.971], [3.386, -4.012, 3.589], [4.519, -3.500, 4.162], [-0.035, -2.714, 3.469], [1.912, -4.669, 1.419], [1.600, -2.920, 1.107], [0.208, -4.072, 1.217], [0.823, -4.748, 3.627], [2.064, -3.298, 5.076], [2.639, -2.185, 3.792], [4.762, -2.458, 3.903], [5.403, -4.088, 3.883], [4.426, -3.552, 5.223], [-0.676, -2.593, 2.644], [-0.677, -3.030, 4.171], [0.867, -0.893, -4.515], [0.853, -2.437, -4.631], [0.822, -3.164, -3.298], [1.757, -2.508, -2.388], [3.019, -3.116, -2.337], [-0.283, -3.066, -5.312], [1.751, -0.418, -4.062], [0.010, -0.525, -3.911], [0.628, -0.557, -5.514], [1.774, -2.786, -5.201], [1.040, -4.284, -3.402], [-0.154, -3.130, -2.816], [3.644, -2.696, -1.553], [3.490, -3.157, -3.308], [2.879, -4.218, -2.221], [-0.371, -2.806, -6.276], [-1.155, -2.842, -4.828]], "forces_ev_per_angstrom": [[1.743, -1.457, 0.037], [-2.041, 1.000, -0.046], [2.095, -0.993, 0.669], [-0.602, 0.469, -0.355], [-0.484, 0.352, 0.739], [-0.109, 0.693, -0.310], [0.087, -0.189, -0.344], [0.215, 0.090, 0.579], [-0.503, -0.086, -0.524], [-0.878, -0.618, 1.509], [-0.338, 0.824, 0.820], [1.771, -0.092, 0.340], [-0.323, 1.001, -0.782], [0.479, -0.574, -0.769], [-0.531, -0.230, -0.066], [0.232, -0.116, -0.798], [0.108, -0.826, 0.236], [-0.540, 0.174, -0.460], [-2.273, -0.104, 0.600], [0.356, 0.344, -1.279], [0.659, -0.535, -0.054], [0.516, -0.267, -0.209], [0.583, -0.873, -0.475], [0.351, 0.988, 0.267], [-0.003, 0.370, 0.205], [0.261, 0.325, 1.110], [-0.510, -0.198, -0.056], [2.271, -1.492, 1.812], [-2.294, 1.204, 1.387], [0.985, -1.592, -1.189], [-0.174, 1.310, -1.254], [-0.614, -0.423, -0.807], [-1.336, 0.572, 0.270], [1.646, -0.784, -0.805], [0.346, 0.057, -0.806], [-0.802, 0.967, 0.964], [0.691, 0.330, -0.462], [-1.114, -0.191, 0.024], [-0.132, 0.012, -0.330], [0.022, -0.475, 0.285], [0.109, 0.387, 0.015], [0.581, 0.157, 0.482], [0.141, 0.233, -0.555], [-1.321, -0.901, -0.513], [0.760, -0.241, 0.723], [-0.340, 0.192, 0.007], [0.088, 0.071, 0.077], [0.551, 0.616, 0.125], [0.602, -1.924, -0.875], [0.446, 0.579, 1.847], [-0.641, 1.154, -0.201], [-0.109, 0.456, 0.008], [-0.401, -0.235, 0.549], [-0.106, 0.216, -0.953], [0.257, 0.452, -0.515], [0.042, -0.033, 0.454], [-0.578, 0.336, 0.347], [-0.181, -0.012, 0.316], [0.288, -0.522, -0.124], [-0.120, -0.324, -0.377], [-0.343, -0.349, -0.377], [0.958, 0.697, -0.510], [0.336, -0.278, 0.065], [-0.170, 1.151, -0.662], [0.191, -0.250, 0.382], [-1.043, -0.731, 0.797], [1.565, -2.093, 0.607], [-0.185, 0.349, 0.062], [-0.746, 0.436, 0.047], [-0.461, 0.602, -0.594], [-0.216, 0.865, -0.065], [0.044, -0.206, -0.114], [0.606, -1.182, 0.263], [-0.366, 0.437, -1.059], [0.000, 0.574, 0.042], [-0.631, 0.243, 0.244], [0.130, -0.226, 0.065], [0.468, 0.286, 0.227], [-0.545, 1.288, 1.364], [-0.220, 1.585, 0.416], [-2.005, 2.377, -0.274], [0.663, -1.581, -0.852], [2.171, -0.070, 0.052], [0.001, -0.593, -1.754], [0.308, -0.502, -0.485], [-0.310, -1.026, 0.811], [0.654, -0.195, -0.121], [-0.148, 0.611, -0.728], [0.380, -0.320, -0.835], [-1.223, -0.990, -0.032], [-0.466, -0.013, -0.214], [-0.380, -0.065, -0.080], [0.085, 0.088, 1.159], [1.127, -0.276, 0.875], [-0.058, -0.333, 0.684], [-1.217, -0.416, 0.496], [0.670, -1.017, -0.292], [1.745, -0.376, 0.931], [-0.837, -0.331, 0.076], [-0.561, -1.988, -0.540], [-0.238, 0.413, 0.259], [-0.058, -0.518, -0.547], [0.281, -0.422, -0.131], [0.434, 0.577, -0.378], [-0.908, 0.544, 0.669], [0.016, 1.503, 0.016], [-0.201, 0.385, -0.062], [-0.114, 0.109, -0.114], [0.608, 0.892, -0.475], [0.133, 0.476, 0.820], [-0.044, 0.212, -0.381], [0.238, 0.026, -0.263]], "lowdin_charge": [-0.077, -0.263, -0.106, 0.044, 0.046, 0.083, 0.084, 0.102, -0.007, -0.055, -0.252, -0.092, 0.044, 0.050, 0.089, 0.117, 0.086, 0.046, -0.053, -0.266, -0.112, 0.080, 0.050, 0.059, 0.100, 0.088, 0.058, -0.036, -0.226, -0.123, 0.102, 0.049, 0.055, 0.063, 0.104, 0.023, -0.167, -0.134, 0.063, 0.088, 0.070, 0.051, -0.083, -0.131, 0.044, 0.093, 0.068, 0.100, -0.097, -0.150, 0.082, 0.090, 0.068, 0.074, -0.165, -0.157, 0.082, 0.064, 0.078, 0.016, -0.111, -0.125, 0.081, 0.062, 0.078, 0.011, -0.155, -0.161, 0.085, 0.062, 0.061, -0.004, -0.099, -0.192, 0.088, 0.065, 0.084, 0.012, -0.038, -0.311, -0.264, -0.167, -0.135, 0.024, 0.062, 0.078, 0.068, 0.141, 0.143, 0.123, 0.092, 0.099, 0.080, 0.066, 0.071, -0.043, -0.430, -0.181, -0.232, -0.115, 0.029, 0.072, 0.070, 0.067, 0.152, 0.144, 0.108, 0.078, 0.076, 0.091, 0.063, 0.076]}



{"formula": "C14H31FNO3Si", "method": "the ωB97M-V functional and the def2-TZVPD basis", "total_charge": -1, "multiplicity": 1, "symbols": ["C", "C", "C", "C", "C", "C", "C", "O", "Si", "C", "C", "C", "C", "F", "C", "C", "H", "H", "H", "H", "H", "H", "H", "H", "H", "H", "H", "H", "H", "H", "H", "H", "H", "H", "H", "H", "H", "H", "H", "H", "H", "H", "H", "H", "C", "N", "O", "O", "H", "H", "H"], "coordinates": [[3.340, 1.289, 1.455], [2.312, 1.584, 0.381], [2.723, 1.110, -1.020], [3.020, -0.392, -1.181], [1.957, -1.378, -1.763], [0.898, -0.647, -2.622], [-0.202, 0.139, -1.929], [-1.402, -0.631, -1.697], [-2.624, 0.191, -0.968], [-3.980, -0.992, -0.403], [-3.383, 1.418, -2.186], [-2.028, 1.170, 0.520], [1.353, -2.097, -0.619], [0.867, -1.256, 0.495], [0.294, -3.108, -1.001], [-0.614, -3.495, 0.158], [3.010, 1.757, 2.381], [4.313, 1.698, 1.217], [3.374, 0.223, 1.638], [1.327, 1.236, 0.665], [2.239, 2.669, 0.304], [1.999, 1.527, -1.713], [3.646, 1.656, -1.213], [3.912, -0.469, -1.806], [3.339, -0.770, -0.219], [1.439, 0.061, -3.242], [0.467, -1.366, -3.311], [-0.480, 1.000, -2.554], [0.137, 0.547, -0.991], [-4.858, -0.920, -1.031], [-4.282, -0.677, 0.591], [-3.657, -2.023, -0.357], [-3.538, 0.919, -3.133], [-2.731, 2.273, -2.303], [-4.326, 1.783, -1.795], [-1.538, 0.519, 1.234], [-2.809, 1.764, 0.976], [-1.257, 1.848, 0.172], [2.168, -2.675, -0.187], [-0.266, -2.837, -1.881], [0.838, -4.009, -1.258], [-1.142, -4.408, -0.094], [0.029, -3.759, 0.989], [-1.297, -2.704, 0.431], [0.117, 1.364, 4.337], [-0.996, 2.235, 3.865], [-2.092, 2.090, 4.379], [-0.725, 3.021, 2.983], [-0.262, 0.710, 5.113], [0.470, 0.796, 3.479], [0.900, 2.014, 4.715]], "forces_ev_per_angstrom": [[-0.837, -0.075, 0.333], [0.328, 0.562, -0.546], [0.218, 0.080, 0.795], [-0.184, -0.425, -1.170], [-1.046, 1.059, 1.384], [0.965, -0.659, 0.398], [-0.399, 0.285, -0.552], [0.073, 0.039, 0.180], [-0.429, 0.107, 0.185], [0.335, 0.311, -0.122], [0.255, -0.342, 0.615], [0.264, -0.230, -0.670], [1.233, -0.721, -2.132], [-0.509, 0.373, 0.629], [-0.209, -0.333, 0.518], [0.412, -0.302, -0.396], [0.056, 0.091, 0.281], [0.338, -0.094, -0.181], [0.367, -0.257, 0.049], [-0.207, -0.355, 0.147], [-0.213, 0.279, 0.073], [-0.128, -0.239, -0.369], [0.266, 0.126, -0.211], [0.266, 0.204, -0.190], [0.131, -0.178, 0.360], [0.104, 0.205, -0.334], [-0.476, -0.001, -0.253], [-0.107, 0.072, -0.151], [0.233, -0.075, 0.384], [-0.225, -0.071, -0.287], [-0.069, -0.031, 0.287], [0.109, -0.257, 0.012], [-0.102, 0.010, -0.365], [0.214, 0.239, -0.244], [-0.330, 0.060, 0.015], [-0.041, -0.216, 0.333], [-0.236, 0.034, 0.239], [0.184, 0.340, -0.011], [0.096, 0.111, 0.863], [-0.278, 0.323, -0.154], [0.249, -0.226, -0.257], [-0.503, -0.132, -0.079], [-0.005, 0.161, 0.514], [-0.176, 0.150, 0.189], [-0.059, -0.148, 0.058], [-0.042, -0.125, -0.080], [0.250, 0.123, -0.129], [-0.152, 0.039, 0.208], [-0.061, 0.021, -0.012], [0.045, 0.062, -0.057], [0.034, 0.029, -0.097]], "lowdin_charge": [-0.119, -0.281, -0.217, -0.211, -0.257, -0.205, -0.255, -0.211, 0.408, -0.152, -0.165, -0.159, -0.364, -0.122, -0.229, -0.112, 0.050, 0.067, 0.061, 0.071, 0.096, 0.086, 0.092, 0.071, 0.073, 0.087, 0.086, 0.106, 0.065, 0.015, 0.021, 0.017, 0.025, 0.018, 0.020, 0.029, 0.032, 0.024, 0.106, 0.084, 0.098, 0.056, 0.063, 0.046, 0.046, -0.450, 0.048, 0.057, 0.089, 0.097, 0.096]}



Number 1: E_HOMO -0.3490 hartree, Kohn-Sham gap 10.009 eV. Number 2: E_HOMO -0.0660 hartree, Kohn-Sham gap 4.258 eV.